Molecular formula: C49H71N13O3
Method: DFT, ωB97M-V/def2-TZVPD

Results
* LUMO energy: 0.19 eV
* electronic energy: -77473.617 eV
* orbital gap: 7.54 eV

Geometry (Å):
N 0.049 5.493 1.138
C -1.071 6.107 0.660
C -2.058 5.146 0.665
C -1.640 4.038 1.348
C -0.232 4.255 1.608
H 0.946 5.952 1.208
H -1.069 7.098 0.230
H -3.025 5.213 0.188
H -2.183 3.133 1.576
H 0.540 3.659 2.073
N -0.210 1.776 -4.874
C -0.246 0.453 -4.386
C -0.832 -0.397 -5.286
C -1.270 0.417 -6.357
C -0.895 1.698 -6.080
H 0.259 2.569 -4.460
H 0.179 0.146 -3.441
H -0.989 -1.463 -5.224
H -1.793 0.048 -7.227
H -0.948 2.632 -6.620
N 3.025 -3.372 -2.260
C 2.280 -3.566 -3.429
C 1.033 -3.069 -3.281
C 0.963 -2.613 -1.951
C 2.234 -2.740 -1.360
H 3.989 -3.578 -2.043
H 2.806 -3.976 -4.279
H 0.203 -3.067 -3.972
H 0.093 -2.162 -1.498
H 2.488 -2.464 -0.347
N -3.491 1.977 -1.988
C -4.437 2.924 -1.626
C -5.039 3.293 -2.800
C -4.483 2.624 -3.873
C -3.567 1.744 -3.342
H -2.864 1.575 -1.306
H -4.515 3.237 -0.595
H -5.850 3.991 -2.945
H -4.859 2.758 -4.877
H -2.881 1.050 -3.805
N 6.060 -1.691 3.540
C 6.368 -0.394 3.643
C 5.849 0.184 2.507
C 5.252 -0.755 1.683
C 5.423 -1.989 2.347
H 6.181 -2.380 4.269
H 6.848 0.007 4.524
H 5.978 1.233 2.284
H 4.864 -0.642 0.682
H 5.182 -3.033 2.214
N 1.610 -4.551 4.827
C 2.293 -3.587 4.132
C 1.495 -3.143 3.117
C 0.242 -3.834 3.262
C 0.357 -4.742 4.303
H 1.966 -5.069 5.617
H 3.279 -3.274 4.441
H 1.737 -2.362 2.412
H -0.606 -3.547 2.658
H -0.317 -5.480 4.712
N -3.135 -0.613 3.295
C -2.820 0.342 2.314
C -3.567 -0.006 1.217
C -4.473 -0.996 1.558
C -4.041 -1.475 2.775
H -2.757 -0.678 4.230
H -1.984 0.996 2.512
H -3.351 0.416 0.246
H -5.239 -1.428 0.932
H -4.402 -2.276 3.402
N -2.549 1.295 6.170
C -2.609 -0.038 6.447
C -1.399 -0.561 6.014
C -0.644 0.504 5.385
C -1.480 1.609 5.378
H -3.313 1.933 6.342
H -3.488 -0.521 6.848
H -1.225 -1.621 6.128
H 0.318 0.493 4.894
H -1.428 2.578 4.905
N -1.932 -5.667 -0.341
C -2.168 -4.503 0.250
C -3.271 -4.601 1.082
C -3.760 -5.975 1.074
C -2.808 -6.603 0.193
H -1.216 -5.846 -1.031
H -1.608 -3.615 -0.004
H -3.728 -3.738 1.545
H -4.571 -6.376 1.664
H -2.616 -7.622 -0.107
N 5.182 -0.466 -2.599
C 3.853 -0.159 -2.916
C 3.682 1.179 -2.571
C 4.850 1.692 -2.059
C 5.768 0.702 -2.121
H 5.712 -1.315 -2.734
H 3.176 -0.918 -3.279
H 2.795 1.778 -2.717
H 5.033 2.693 -1.694
H 6.789 0.584 -1.787
C -2.501 -3.797 -3.163
O -2.682 -4.767 -3.844
N -3.501 -2.898 -2.954
C -3.301 -1.615 -2.132
C -4.897 -3.059 -3.402
H -1.564 -3.527 -2.652
H -3.776 -0.812 -2.696
H -2.287 -1.341 -1.840
H -3.855 -1.767 -1.205
H -5.160 -2.148 -3.940
H -5.095 -3.985 -3.942
H -5.594 -3.074 -2.564
C 3.570 4.661 -0.544
O 2.732 3.852 -1.023
N 3.363 5.993 -0.511
C 4.388 6.957 -0.131
C 2.073 6.636 -0.814
H 4.610 4.454 -0.248
H 4.600 7.629 -0.963
H 5.303 6.521 0.269
H 4.112 7.545 0.745
H 2.235 7.415 -1.560
H 1.377 5.943 -1.287
H 1.785 7.047 0.154
C -0.061 1.061 -0.510
O -1.036 0.669 -1.134
N 0.498 0.443 0.528
C 1.890 0.810 0.922
C -0.091 -0.776 1.136
H 0.519 1.941 -0.827
H 2.607 0.167 0.411
H 2.068 0.682 1.990
H 2.255 1.782 0.591
H 0.292 -1.722 0.755
H 0.022 -0.756 2.220
H -1.171 -0.820 0.991

Löwdin population analysis, charges in e, atoms 1 to 2:
1 N -0.019
2 C -0.131